[1]
The following is a quantum chemistry calculation of a molecular structure, C6H7N at a distorted geometry, from the OMol25 dataset.

Calculated values
HOMO   -8.91 eV
LUMO   0.8 eV
Largest force on an atom   10.01 eV/Å
Relative energy (zero: lowest compared OMol25 entry of this formula, charge and spin)   438.1 kJ/mol

Last column: Mulliken charge in e.
Element x y z (Å)
N1 -2.243 -0.004 -0.049  -0.58
C1 0.420 -0.077 -0.067  0.69
C2 -1.678 -1.101 -0.012  -0.24
C3 -0.312 -1.189 0.037  -0.73
C4 -1.663 1.160 -0.122  -0.35
C5 1.943 -0.031 -0.105  -1.38
C6 -0.181 1.115 0.017  -0.06
H1 -2.250 -1.938 -0.147  0.47
H2 0.141 -1.980 0.092  0.70
H3 0.600 2.218 0.056  0.16
H4 -1.996 2.133 0.175  0.34
H5 2.460 0.280 -0.945  0.39
H6 2.202 0.367 1.191  0.22
H7 2.558 -0.951 -0.121  0.37

=====

[2]
The following is a quantum chemistry calculation of 2 unconnected molecules or ions with the total composition C4H8N2O at a distorted geometry, from the OMol25 dataset.

Calculated values
HOMO   -8.20 eV
LUMO   0.3 eV
Largest force on an atom   3.71 eV/Å
Relative energy (zero: lowest compared OMol25 entry of this formula, charge and spin)   115.5 kJ/mol
SMILES   Cc1c[nH]cn1.O

Last column: Mulliken charge in e.
Element x y z (Å)
O1 -0.771 5.435 3.521  -0.68
N1 -0.730 2.388 2.699  0.07
N2 -1.585 0.462 1.895  -0.62
C1 0.000 0.000 0.000  -1.01
C2 0.074 1.872 1.746  -0.47
C3 -0.451 0.763 1.196  0.60
C4 -1.689 1.445 2.829  -0.29
H1 0.160 5.639 3.767  0.33
H2 -0.618 3.315 3.116  0.21
H3 0.976 2.327 1.336  0.33
H4 -1.315 5.979 4.134  0.32
H5 0.478 0.593 -0.798  0.31
H6 -2.584 1.585 3.434  0.37
H7 -0.913 -0.466 -0.407  0.30
H8 0.694 -0.799 0.309  0.23

=====

[3]
The following is a quantum chemistry calculation of a single C3H10NOP molecule at a distorted geometry, from the OMol25 dataset.

Calculated values
HOMO   -8.17 eV
LUMO   1.0 eV
Largest force on an atom   4.32 eV/Å
Relative energy (zero: lowest compared OMol25 entry of this formula, charge and spin)   155.0 kJ/mol
SMILES   CCCP(N)O

Last column: Mulliken charge in e.
Element x y z (Å)
P1 0.184 -1.711 1.375  0.20
O1 -1.449 -1.558 1.236  -0.51
N1 0.119 -0.748 2.769  -0.51
C1 -0.161 -0.133 -1.148  -0.18
C2 0.718 -0.264 0.282  -0.65
C3 -0.208 1.170 -1.836  -1.29
H1 -0.777 -0.594 3.189  0.24
H2 0.502 0.595 0.853  0.43
H3 -1.805 -1.530 0.332  0.31
H4 -0.965 1.039 -2.696  0.28
H5 0.779 1.289 -2.167  0.31
H6 1.821 -0.213 0.017  0.34
H7 -1.191 -0.562 -0.950  0.08
H8 1.013 -0.943 3.289  0.23
H9 0.314 -0.747 -1.835  0.30
H10 -0.604 2.015 -1.380  0.42

=====

[4]
The following is a quantum chemistry calculation of a molecular structure, C5H10O at a distorted geometry, from the OMol25 dataset.

Calculated values
HOMO   -8.46 eV
LUMO   1.1 eV
Largest force on an atom   1.45 eV/Å
Relative energy (zero: lowest compared OMol25 entry of this formula, charge and spin)   344.2 kJ/mol

Last column: Mulliken charge in e.
Element x y z (Å)
O1 1.347 -0.830 1.435  -0.55
C1 0.929 1.515 0.940  -1.27
C2 0.785 0.060 0.485  0.30
C3 -0.878 -1.294 -1.167  -0.58
C4 -1.174 0.150 -1.130  -0.52
C5 -0.686 -0.258 0.224  -0.06
H1 0.648 2.213 0.143  0.32
H2 0.032 -1.653 -1.630  0.24
H3 0.654 -1.042 2.072  0.33
H4 -2.209 0.450 -1.247  0.24
H5 -0.889 -1.409 0.257  0.13
H6 -0.483 0.731 -1.742  0.23
H7 -1.740 -1.966 -1.251  0.30
H8 1.398 -0.084 -0.418  0.23
H9 0.296 1.719 1.811  0.32
H10 1.971 1.699 1.218  0.34